# 1
{"formula": "C5H12O2", "method": "the ωB97M-V functional and the def2-TZVPD basis", "homo_ev": -9.864, "orbital_gap_ev": 10.661, "smiles": "CC[C@@H](O)CCO", "symbols": ["C", "C", "C", "O", "C", "C", "O", "H", "H", "H", "H", "H", "H", "H", "H", "H", "H", "H", "H"], "coordinates": [[-2.0994, -0.0098, 1.8148], [-1.4085, -0.4980, 0.5478], [-0.2342, 0.3896, 0.1333], [0.7558, 0.4189, 1.1484], [0.3262, -0.0460, -1.2291], [1.7690, 0.3792, -1.4543], [2.5680, -0.5666, -0.7442], [-2.8793, -0.7065, 2.1400], [-1.3697, 0.0957, 2.6230], [-2.5689, 0.9685, 1.6557], [-2.1285, -0.5557, -0.2809], [-1.0191, -1.5143, 0.6999], [-0.5926, 1.4271, 0.0472], [1.4569, -0.2077, 0.9088], [-0.3181, 0.3401, -2.0271], [0.3139, -1.1422, -1.3067], [1.9429, 1.3976, -1.0734], [2.0142, 0.3654, -2.5258], [3.4714, -0.5352, -1.0776]], "lowdin_charge": [-0.11, -0.22, -0.41, -0.04, -0.14, -0.25, -0.08, 0.07, 0.07, 0.07, 0.11, 0.12, 0.15, 0.08, 0.12, 0.12, 0.12, 0.12, 0.10]}



# 2
{"formula": "C2H3N4", "method": "the ωB97M-V functional and the def2-TZVPD basis", "homo_ev": -4.040, "orbital_gap_ev": 8.516, "total_charge": -1, "symbols": ["C", "C", "N", "N", "N", "N", "H", "H", "H"], "coordinates": [[1.2909, -0.1349, 0.6855], [-1.8451, -0.8982, -0.6956], [0.0433, -0.1048, -0.0560], [2.0027, 0.8659, 0.3137], [0.0831, 1.0344, -0.6966], [1.2594, 1.5899, -0.5650], [-2.1340, -1.5642, 0.1092], [-2.3754, 0.1464, -0.2561], [1.6749, -0.9345, 1.1609]], "lowdin_charge": [-0.26, -0.05, -0.12, -0.09, -0.14, -0.14, -0.17, -0.05, 0.03]}



# 3
{"formula": "C27H40Ge2P2Pd", "method": "the ωB97M-V functional and the def2-TZVPD basis", "homo_ev": [-15.458, -16.422], "orbital_gap_ev": [6.942, 6.361], "spin_multiplicity": 2, "total_charge": 3, "symbols": ["Pd", "C", "P", "C", "C", "C", "P", "C", "C", "H", "H", "H", "H", "H", "H", "H", "H", "H", "H", "H", "H", "H", "H", "H", "H", "C", "C", "C", "C", "C", "C", "H", "H", "H", "H", "H", "C", "Ge", "C", "C", "Ge", "C", "C", "C", "C", "C", "C", "C", "C", "C", "C", "C", "C", "H", "H", "H", "H", "H", "H", "H", "H", "H", "H", "H", "H", "H", "H", "H", "H", "H", "H", "H"], "coordinates": [[-0.3545, -1.1243, 1.6010], [1.2391, -4.1329, 0.4562], [-0.1857, -3.3983, 1.2818], [-1.6368, -4.0083, 0.3949], [-0.2193, -4.2043, 2.9252], [-1.2275, -3.5211, 3.8381], [-0.9186, -1.7242, 3.8191], [0.4648, -1.4348, 4.9473], [-2.3580, -0.9273, 4.5645], [1.1675, -5.2200, 0.5352], [2.1662, -3.7975, 0.9199], [1.2494, -3.8595, -0.5980], [-1.6043, -5.0982, 0.3434], [-1.6400, -3.6013, -0.6171], [-2.5533, -3.6999, 0.8973], [0.7912, -4.1480, 3.3383], [-0.4505, -5.2636, 2.7911], [-1.1644, -3.9014, 4.8595], [-2.2505, -3.6888, 3.4928], [0.2053, -1.7906, 5.9462], [0.6818, -0.3680, 4.9975], [1.3586, -1.9551, 4.6044], [-2.5067, -1.3202, 5.5726], [-3.2500, -1.1224, 3.9706], [-2.1990, 0.1487, 4.6277], [-0.8747, 3.2516, 1.1771], [0.4507, 2.8448, 1.2987], [0.8456, 1.6016, 0.8347], [-0.0881, 0.7367, 0.2295], [-1.4211, 1.1761, 0.0915], [-1.8017, 2.4249, 0.5611], [-1.1855, 4.1921, 1.6142], [1.1746, 3.4858, 1.7847], [1.8772, 1.2936, 0.9418], [-2.1695, 0.5334, -0.3502], [-2.8415, 2.7205, 0.5018], [-0.5851, 7.8465, -1.2599], [-1.1330, 6.6809, -2.6696], [0.1344, 6.0650, -3.9588], [-2.9917, 6.2953, -2.8794], [0.6299, -0.8416, -0.6975], [-0.2376, -1.6548, -2.1857], [-1.5870, -1.4642, -2.5107], [-2.1606, -2.1668, -3.5557], [-1.4004, -3.0735, -4.2868], [-0.0623, -3.2766, -3.9762], [0.5158, -2.5754, -2.9304], [2.5393, -0.9407, -0.5521], [3.3397, -0.8490, -1.6932], [4.7224, -0.8822, -1.5825], [5.3167, -1.0172, -0.3362], [4.5298, -1.1081, 0.8086], [3.1512, -1.0666, 0.7016], [-0.8799, 8.8581, -1.5635], [0.4919, 7.8297, -1.1135], [-1.1136, 7.6269, -0.3330], [-0.0119, 6.6746, -4.8580], [-0.0588, 5.0298, -4.2392], [1.1563, 6.1965, -3.6119], [-3.4478, 7.1894, -3.3199], [-3.4665, 6.1375, -1.9119], [-3.1666, 5.4552, -3.5468], [-2.1946, -0.7636, -1.9565], [-3.2017, -2.0115, -3.8053], [-1.8549, -3.6209, -5.1018], [0.5280, -3.9787, -4.5492], [1.5620, -2.7436, -2.7013], [2.8914, -0.7463, -2.6749], [5.3382, -0.8077, -2.4685], [6.3948, -1.0510, -0.2548], [4.9968, -1.2111, 1.7790], [2.5445, -1.1337, 1.6009]], "lowdin_charge": [0.39, -0.22, 0.77, -0.20, -0.37, -0.38, 0.79, -0.22, -0.23, 0.08, 0.06, 0.03, 0.08, 0.04, 0.06, 0.09, 0.11, 0.11, 0.09, 0.07, 0.06, 0.05, 0.07, 0.06, 0.06, -0.05, -0.05, -0.09, -0.41, -0.11, -0.06, 0.12, 0.12, 0.10, 0.09, 0.12, -0.20, 1.18, -0.20, -0.20, 1.08, -0.33, -0.11, -0.05, -0.03, -0.04, -0.12, -0.34, -0.10, -0.04, -0.03, -0.05, -0.15, 0.06, 0.04, 0.04, 0.06, 0.04, 0.04, 0.06, 0.04, 0.04, 0.08, 0.12, 0.13, 0.12, 0.09, 0.11, 0.12, 0.12, 0.12, 0.08]}



# 4
{"formula": "C2H2N4O2", "method": "the ωB97M-V functional and the def2-TZVPD basis", "homo_ev": -9.841, "orbital_gap_ev": 8.542, "smiles": "O/N=c1\\nnnco1", "symbols": ["O", "N", "C", "N", "N", "N", "C", "O", "H", "H"], "coordinates": [[2.6005, 0.2364, 0.0380], [1.6538, -0.6959, -0.1019], [0.4615, -0.3415, -0.0597], [0.1785, 1.0181, 0.0058], [-1.0064, 1.4150, 0.0309], [-2.0041, 0.4869, -0.0359], [-1.7533, -0.7407, -0.0237], [-0.5439, -1.3222, 0.1253], [2.1414, 1.0676, 0.0636], [-2.5961, -1.4563, -0.1623]], "lowdin_charge": [0.01, 0.06, -0.37, 0.09, 0.03, 0.05, -0.18, 0.09, 0.06, 0.15]}



# 5
{"formula": "C3H6N2O", "method": "the ωB97M-V functional and the def2-TZVPD basis", "homo_ev": -9.534, "orbital_gap_ev": 10.493, "smiles": "[H]/N=C(/N)[C@@H]1CO1", "symbols": ["H", "N", "C", "N", "C", "C", "O", "H", "H", "H", "H", "H"], "coordinates": [[-1.7893, -1.6463, 0.0259], [-2.1181, -0.5546, 0.0533], [-0.9663, -0.0995, -0.1229], [-0.6301, 1.2012, 0.2046], [0.4705, -0.6120, -0.4070], [1.4594, -0.5156, 0.6800], [1.5303, 0.4894, -0.4750], [0.1607, 1.4860, -0.2096], [-1.6092, 1.6154, 0.2895], [0.7648, -1.3454, -1.1762], [2.4444, -1.1055, 0.6199], [1.2419, -0.0832, 1.5448]], "lowdin_charge": [0.12, 0.10, -0.51, 0.11, -0.17, -0.04, -0.12, 0.01, 0.15, 0.14, 0.14, 0.06]}



# 6
{"formula": "C3H12N3O", "method": "the ωB97M-V functional and the def2-TZVPD basis", "homo_ev": [-18.974, -18.908], "orbital_gap_ev": [10.894, 5.185], "spin_multiplicity": 2, "total_charge": 2, "symbols": ["C", "C", "N", "N", "N", "H", "H", "H", "H", "H", "H", "H", "H", "C", "O", "H", "H", "H", "H"], "coordinates": [[-0.6187, 1.7281, 1.3612], [-1.1468, -0.5455, 0.4824], [-0.9883, -1.3859, -0.5483], [-0.4560, 0.6207, 0.4371], [-1.8137, -0.9193, 1.5527], [-0.7570, -0.9683, -1.4430], [-1.3244, -2.3398, -0.4485], [0.2387, 0.5678, -0.3360], [-2.0044, -0.2670, 2.3037], [-2.3254, -1.7783, 1.7236], [-1.6791, 1.9266, 1.5150], [-0.1948, 2.5774, 0.8223], [0.0002, 1.5796, 2.2542], [2.5322, -0.1010, -1.3835], [1.0739, -0.1464, -1.6549], [0.9439, -0.3293, -2.5948], [2.9640, -1.0874, -1.4730], [2.8945, 0.5562, -2.1730], [2.6614, 0.3117, -0.3970]], "lowdin_charge": [0.08, -0.33, 0.32, 0.23, 0.29, 0.14, 0.18, 0.14, 0.15, 0.18, 0.14, 0.14, 0.16, -0.01, -0.19, 0.12, 0.10, 0.11, 0.08]}